Run i
A 2-piece molecular cluster, CHBrF2 overall. Source: OMol25; level of theory: wB97M-V/def2-TZVPD.

Element x y z (Å)
C: -0.11422 0.26313 -0.32720
F: -0.32718 1.05885 -1.35548
F: -0.10917 1.01380 0.78111
Br: -1.28809 -1.24624 -0.18129
H: 1.83866 -1.08953 1.08286

Calculated values
HOMO energy (alpha / beta)	-9.6 / -10.9	eV

***

Run ii
A 2-piece molecular cluster, CHBrF2 overall. Source: OMol25; level of theory: wB97M-V/def2-TZVPD.

Element x y z (Å)
C: 0.11232 0.12475 0.15497
F: 0.26607 0.98475 1.15275
F: 0.04134 0.91602 -0.94389
Br: 1.42052 -1.13377 0.13313
H: -1.84025 -0.89175 -0.49695

Calculated values
HOMO energy (alpha / beta)	-9.8 / -10.8	eV

***

Which of them is the least stable? Correct choice: run i.

***

Run i
A 5-piece molecular cluster, C4H17NO6 overall. Source: OMol25; level of theory: wB97M-V/def2-TZVPD.

Element x y z (Å)
C: 2.24908 1.28616 1.28080
C: 0.96016 0.98685 0.52774
C: 0.54104 1.76214 -0.64669
O: 0.08239 2.89678 -0.49226
N: 0.15315 1.28543 -1.89115
C: 0.08460 -0.13053 -2.43325
O: -1.02528 -0.84120 -2.04941
H: 2.23195 1.02915 2.27199
H: 3.05215 0.55873 0.76726
H: 2.43581 2.31928 1.15262
H: 0.09105 1.21819 1.21415
H: 0.85359 -0.11172 0.41240
H: -0.23975 2.01200 -2.58598
H: -0.04550 -0.02301 -3.50282
H: 0.94410 -0.62914 -2.23719
H: -1.31044 -0.83589 -1.11864
O: -2.09385 -1.40157 0.56266
H: -2.39897 -0.57463 0.23807
H: -2.76203 -2.02346 0.42691
O: -0.25325 -1.75627 2.42957
H: -0.53030 -1.86494 1.42718
H: -0.97767 -1.16949 2.65125
O: 1.80427 -2.78197 1.07724
H: 2.11170 -2.19150 1.69104
H: 0.83336 -2.92268 0.90055
O: -2.40732 1.05073 -0.41507
H: -2.44735 0.93847 -1.44012
H: -1.93668 1.91411 -0.21887

Calculated values
HOMO energy	-9.9	eV
SMILES string	CCC(=O)NCO.O.O.O.O

***

Run ii
A 5-piece molecular cluster, C4H17NO6 overall. Source: OMol25; level of theory: wB97M-V/def2-TZVPD.

Element x y z (Å)
C: 2.09830 -1.65372 0.42756
C: 1.29974 -0.39598 0.16910
O: 1.94301 0.58234 -0.22526
N: 0.06826 -0.30355 0.70256
C: -0.78129 -1.36023 1.25136
C: -1.99545 -1.68282 0.37267
O: -3.13040 -0.87559 0.55523
H: 1.91420 -2.44914 -0.30472
H: 3.18665 -1.53815 0.33306
H: 1.74961 -2.06592 1.39181
H: -0.41759 0.56982 0.54568
H: -0.15429 -2.21600 1.46579
H: -1.22212 -0.93326 2.16973
H: -2.38064 -2.67225 0.53042
H: -1.63920 -1.58202 -0.68470
H: -3.08879 -0.02271 0.10930
O: 0.19632 2.06810 -2.25244
H: 0.44500 1.91497 -3.16375
H: 1.00983 2.39494 -1.85613
O: 2.90758 0.46017 -2.78681
H: 1.97086 0.56684 -2.60896
H: 3.27531 0.55095 -1.89379
O: -2.35911 1.87155 -0.75892
H: -1.95637 2.66837 -1.13283
H: -1.90200 1.15629 -1.20950
O: -0.26223 1.31637 2.80533
H: 0.35806 2.01703 2.95230
H: -1.13321 1.61358 3.09591

Calculated values
HOMO energy	-9.5	eV
SMILES string	CC(=O)NCCO.O.O.O.O

***

Which of them is the least stable? Correct choice: run i.

***

Run i
A 5-piece molecular cluster, C6H21NO5 overall. Source: OMol25; level of theory: wB97M-V/def2-TZVPD.

Element x y z (Å)
C: -0.76661 0.79152 -0.73563
C: 0.48160 0.65804 -0.23205
C: 0.99800 -0.75591 -0.15334
C: 0.49388 -1.44852 1.16063
C: -0.98750 -1.61567 1.37184
O: -1.56085 -0.41334 2.00024
N: 1.22400 1.76984 0.11713
C: 2.43253 1.66620 0.91565
H: -1.15844 1.73901 -1.08641
H: -1.24402 -0.02426 -1.25462
H: 0.68654 -1.30698 -1.03212
H: 2.07290 -0.87414 -0.01328
H: 0.88343 -0.94687 2.03814
H: 1.03450 -2.39727 1.17973
H: -1.32956 -2.38869 2.05260
H: -1.61014 -1.73041 0.48926
H: -1.21634 0.35562 1.52862
H: 0.61154 2.52612 0.37051
H: 3.28054 1.24748 0.37482
H: 2.70072 2.64797 1.30517
H: 2.32610 1.05913 1.82686
O: -2.73247 0.72763 -3.28076
H: -2.87346 1.62121 -2.98059
H: -1.92968 0.34985 -2.94690
O: -3.76358 -0.74047 0.22957
H: -4.49545 -0.13509 0.34789
H: -3.06928 -0.51725 0.87044
O: 3.07761 -0.55458 2.89483
H: 3.25696 -1.47481 3.13458
H: 3.96938 -0.32273 2.59880
O: 1.42716 -0.02619 -3.76667
H: 0.59714 0.43685 -3.66420
H: 1.50178 -0.20084 -4.70916

Calculated values
HOMO energy	-8.1	eV
SMILES string	C=C(CCCO)NC.O.O.O.O

***

Run ii
A 4-piece molecular cluster, C6H21NO5 overall. Source: OMol25; level of theory: wB97M-V/def2-TZVPD.

Element x y z (Å)
C: -9.00230 -20.39733 1.27800
O: -10.10955 -21.22784 0.92196
C: -9.75048 -22.47421 0.34881
C: -10.98126 -23.23144 -0.17524
N: -10.54045 -24.53306 -0.73564
C: -11.52991 -25.06381 -1.66174
C: -11.37873 -26.57345 -1.89684
O: -11.97565 -27.24421 -0.83435
C: -11.72356 -28.67832 -0.92247
H: -8.50106 -19.87110 0.46564
H: -8.31485 -21.00806 1.86326
H: -9.41193 -19.65866 1.96697
H: -9.16349 -22.98055 1.11507
H: -9.05482 -22.38434 -0.48550
H: -11.30094 -22.62385 -1.02184
H: -11.77989 -23.19234 0.56555
H: -10.45778 -25.22733 -0.00679
H: -11.55076 -24.45579 -2.56616
H: -12.54840 -24.96865 -1.28531
H: -10.30425 -26.72359 -2.00209
H: -11.89109 -26.76964 -2.83870
H: -11.98284 -29.02558 -1.92261
H: -12.17528 -29.23429 -0.10092
H: -10.64430 -28.81649 -0.85771
O: -12.16337 -13.83223 2.54988
H: -12.72804 -13.44715 3.22003
H: -11.59884 -13.11207 2.26896
O: -14.41846 -19.28154 7.57042
H: -15.34804 -19.33543 7.34864
H: -14.01649 -18.84993 6.81651
O: -12.54536 -17.60240 3.77877
H: -12.18577 -18.12914 3.06500
H: -12.45756 -16.69810 3.47749

Calculated values
HOMO energy	-9.1	eV
SMILES string	COCCNCCOC.O.O.O

***

Run iii
A 6-piece molecular cluster, C6H21NO5 overall. Source: OMol25; level of theory: wB97M-V/def2-TZVPD.

Element x y z (Å)
C: 0.45771 3.17717 -1.73632
C: 0.21058 1.96819 -1.22324
C: -0.41566 1.50778 -0.03121
C: -0.54668 0.20296 0.40002
C: -0.30175 -0.88796 -0.67546
N: -0.83464 -0.13609 1.72509
C: -1.50172 -1.44372 2.17794
H: 0.99239 3.30869 -2.67096
H: 0.27776 4.08512 -1.24287
H: 0.52447 1.01039 -1.84806
H: -0.71670 2.32205 0.56827
H: -1.21960 -1.10387 -1.24868
H: 0.37314 -0.54077 -1.49862
H: 0.13128 -1.83515 -0.18639
H: -1.22574 0.58841 2.27117
H: -1.11856 -1.42378 3.30259
H: -1.28251 -2.43678 1.75797
H: -2.62582 -1.53433 2.24542
O: 3.40990 1.98381 0.18220
H: 3.04402 1.54233 -0.63006
H: 3.11751 2.95377 0.18994
O: -3.90373 -1.73272 0.25030
H: -4.20863 -1.65633 -0.70657
H: -4.05218 -0.72694 0.57340
O: 2.91955 -0.26367 1.46844
H: 2.69108 0.33700 2.08649
H: 3.73824 0.24898 1.11020
O: -1.78497 -3.33915 -0.93021
H: -1.93441 -2.76608 -1.71023
H: -2.38115 -2.87665 -0.28222
O: 2.63150 0.14088 -1.52429
H: 2.20410 -0.11959 -0.70667
H: 3.33125 -0.55399 -1.45738

Calculated values
HOMO energy	-7.4	eV
SMILES string	C=C/C=C(\C)NC.O.O.O.O.O

***

Which of them is the least stable? Correct choice: run iii.

***

Run i
A 2-piece molecular cluster, C6H7NO3 overall. Source: OMol25; level of theory: wB97M-V/def2-TZVPD.

Element x y z (Å)
O: 3.04812 -0.96301 0.13426
C: 1.94098 -0.49017 0.04669
C: 0.62623 -1.20269 0.31522
C: -0.41922 -0.45392 -0.53171
C: -1.80710 -0.45954 0.07071
N: -2.82337 0.18246 -0.47157
C: 0.18555 0.93574 -0.72690
O: 0.67518 1.52106 0.46038
C: 1.62123 0.91028 -0.41395
H: 0.70600 -2.26674 0.06762
H: 0.40435 -1.11748 1.38946
H: -0.49273 -0.90745 -1.53029
H: -0.23303 1.62118 -1.46636
H: 2.37436 1.55123 -0.87431
O: -1.91127 -0.20169 1.34200
H: -2.92472 0.00231 -1.46500
H: -3.00634 0.48243 0.96847

Calculated values
HOMO energy	-9.9	eV

***

Run ii
A 2-piece molecular cluster, C6H7NO3 overall. Source: OMol25; level of theory: wB97M-V/def2-TZVPD.

Element x y z (Å)
N: -3.63777 0.03317 0.08037
C: -2.69967 0.55918 0.51358
C: -1.37401 0.93563 1.02969
C: -0.29940 0.91743 -0.01483
O: -0.13172 2.02519 -0.89497
C: 0.99225 1.63972 -0.12726
C: 1.67566 0.50094 -0.88925
C: 0.34818 -0.25240 -0.74077
O: -0.06860 -1.31504 -1.11414
H: -1.10213 0.23975 1.83721
H: -1.44130 1.93961 1.47179
H: 1.41906 2.35597 0.57356
H: 2.46669 -0.02010 -0.33228
H: 2.01680 0.74702 -1.90215
O: 0.51440 -3.60656 0.50115
H: 1.19198 -3.92012 -0.10465
H: 0.12960 -2.77937 0.11294

Calculated values
HOMO energy	-10.4	eV
SMILES string	N#CC[C@@]12O[C@@H]1CC2=O.O

***

Run iii
A single C6H7NO3 molecule. Source: OMol25; level of theory: wB97M-V/def2-TZVPD.

Element x y z (Å)
C: -2.98553 -1.14249 0.48024
C: -1.95317 -0.81538 -0.05773
C: -0.72570 -0.37827 -0.72871
C: 0.52981 -0.97951 -0.05590
N: 1.35601 0.08899 0.46540
C: 2.69921 0.12260 0.36467
O: 3.35037 1.11554 0.07615
C: -0.64413 1.14970 -0.69760
O: -0.38340 1.84380 -1.64607
O: -0.98585 1.68865 0.54496
H: -3.89560 -1.47713 0.94711
H: -0.75633 -0.67019 -1.78775
H: 1.09035 -1.54963 -0.80641
H: 0.23379 -1.64460 0.76412
H: 0.88938 0.84650 1.06401
H: 3.17630 -0.85313 0.58832
H: -0.99552 2.65455 0.48520

Calculated values
HOMO energy	-9.8	eV
SMILES string	C#C[C@H](CNC=O)C(=O)O

***

Which of them is the least stable? Correct choice: run i.